No. 1
A structure of composition C31H46P2Ti at a distorted geometry. Source: OMol25; level of theory: ωB97M-V/def2-TZVPD.

XYZ file:
```
80
Properties=species:S:1:pos:R:3:forces:R:3
Ti 0.426371 -0.086506 1.087175 1.9827 1.4429 3.7950
C 1.233407 -1.360708 3.140920 0.9244 0.9801 -0.7441
C 2.276481 -1.089618 2.176965 -0.5637 0.9104 0.7106
C 1.574353 0.923508 3.120746 0.1587 -0.4196 -0.6372
C 0.810646 -0.111982 3.706803 0.2347 -0.3387 -1.0004
C 2.455900 0.352489 2.139539 -0.5560 -1.1526 0.6439
C 0.908548 -2.688935 3.714480 -0.2738 -0.5215 0.0330
H 1.045226 -3.500562 2.988450 -0.0326 0.1364 0.1789
H -0.124459 -2.724168 4.084429 0.2400 -0.0976 -0.0768
H 1.574175 -2.897429 4.569463 -0.2219 0.0566 -0.2762
C -0.211400 0.077816 4.766626 -0.1970 0.1744 0.2625
H -0.672504 -0.870770 5.057153 0.0957 0.1926 0.0421
H -1.004108 0.751005 4.412813 0.2684 -0.1699 0.2322
H 0.250593 0.536751 5.656581 -0.2033 -0.1766 -0.2287
C 1.528424 2.356104 3.529377 -0.1735 0.3362 -0.0419
H 1.746422 2.464098 4.604757 -0.0376 -0.0852 -0.3516
H 0.525152 2.762901 3.344990 0.3762 0.0096 0.1843
H 2.258101 2.953447 2.968211 -0.1978 -0.1136 0.1965
C 3.551019 1.073364 1.436562 0.3328 0.3643 -0.3375
H 4.433706 1.212733 2.086572 -0.3559 -0.0894 -0.1867
H 3.214059 2.072469 1.123468 0.2273 -0.2450 -0.0077
H 3.885082 0.523984 0.546402 -0.0359 0.1977 0.2213
C 3.254166 -2.075914 1.644961 0.2816 -0.1729 -0.2042
H 4.172096 -2.090273 2.253820 -0.2603 0.0253 -0.1190
H 3.551139 -1.820813 0.624445 0.0432 -0.1494 0.0201
H 2.847227 -3.088629 1.647940 0.0902 0.0586 -0.0430
C -1.432246 -1.182937 0.378936 -0.2654 -1.9019 0.4446
C -0.505397 -2.166396 0.649747 -1.8834 -0.4044 -0.4634
C 0.415391 -2.834296 -0.310380 1.0115 -0.0849 -0.5927
C 1.022888 -1.884467 -1.379439 -0.1148 -1.1845 -0.5456
C 1.366982 -0.482929 -0.984628 -0.3919 1.2168 -0.6232
C 0.568258 0.665544 -0.998373 1.0941 -0.8077 -0.6701
C -0.905090 0.741819 -1.296745 -0.8600 0.2360 -0.0076
C -1.761742 -0.516081 -0.924026 -0.3666 0.7937 -0.7741
H -0.102407 -3.671263 -0.829404 0.0539 0.4534 0.2884
H 0.344431 -1.912037 -2.272102 0.6544 0.4475 1.0398
H 1.249608 -3.316913 0.231168 -0.5086 0.2458 -0.0307
H -1.776568 -1.193789 -1.796199 0.3915 -0.0774 0.7378
H -2.091595 -0.911731 1.206883 0.1356 -0.2500 -0.2249
H -0.597558 -2.675350 1.607771 -0.0157 0.3161 0.0289
H -2.804709 -0.157668 -0.841494 0.4588 -0.1083 0.0983
H -1.349108 1.613598 -0.770520 0.4430 -0.4904 -0.3779
H 1.092727 1.624133 -1.001575 -0.0763 -0.1804 0.0890
H -1.017467 0.939642 -2.384229 0.0756 -0.1680 0.4263
H 1.957337 -2.354897 -1.731041 -0.2777 0.1418 0.1681
H 2.442256 -0.287924 -0.984277 -0.2465 0.1132 0.3506
P -0.888540 -1.856214 -3.961054 -0.5086 0.0780 -1.0538
C -2.674622 -2.134671 -4.256199 -0.0305 -0.1900 -0.1116
C -0.165477 -3.246248 -4.924054 -0.0837 -0.2085 0.0119
P 0.919041 0.476539 -5.059500 -0.3402 -0.0043 -1.3095
C -0.665040 -0.477176 -5.166316 -0.1406 -0.4590 0.1463
C 1.842473 -0.420246 -6.408622 0.2484 -0.0514 0.3901
C 0.291118 1.787188 -6.221404 0.0996 0.1117 0.3873
H -3.209528 -1.215862 -3.985178 -0.0100 -0.2366 -0.0982
H -3.036578 -2.953490 -3.621872 -0.0296 0.1351 -0.2395
H -2.834661 -2.368669 -5.320825 -0.2010 0.0774 0.3706
H -0.730930 -3.379627 -5.862939 0.3605 -0.0155 0.2721
H -0.224783 -4.170086 -4.330059 -0.0188 0.2018 -0.2304
H 0.895342 -3.060162 -5.138816 -0.3047 -0.0390 0.0108
H -0.050971 1.331841 -7.165451 0.1257 0.2190 0.3577
H 1.088353 2.508685 -6.411935 -0.1524 0.0267 -0.1191
H -0.547568 2.297235 -5.735554 0.1494 0.0912 -0.1824
H -1.490684 0.241211 -5.009369 0.2798 -0.3315 -0.1081
H -0.749802 -0.946118 -6.161656 -0.1838 0.4792 0.0896
H 2.750485 0.154566 -6.635206 -0.1804 -0.1958 -0.0072
H 1.224948 -0.493964 -7.318791 0.2270 -0.0471 0.3608
H 2.147400 -1.418881 -6.071041 -0.0040 0.2139 -0.1903
C -0.970559 1.227950 1.726094 -1.5855 2.0165 1.3721
C -1.597952 2.005566 2.475730 1.4207 -1.8710 -2.4495
C -2.261356 2.884873 3.344713 -0.9468 0.8889 1.0048
C -3.283448 2.373985 4.186099 0.6798 0.2610 -0.5771
C -3.880746 3.208672 5.113149 -0.2862 -0.0089 0.2511
C -3.495377 4.545215 5.223357 0.3397 0.2122 -0.4222
C -2.512779 5.073113 4.362873 -0.4107 -0.6404 0.1670
C -1.902331 4.253484 3.418215 -0.2130 -0.5465 0.0620
H -3.575979 1.328208 4.060885 0.0534 0.3642 0.2050
H -4.666775 2.801582 5.755955 0.2794 0.2461 -0.1859
H -3.976529 5.195223 5.953446 0.1413 -0.1915 -0.1635
H -2.233009 6.114823 4.424577 -0.0312 0.0418 0.0390
H -1.158952 4.641037 2.717028 -0.2008 -0.0875 0.3234
```
Forces are in eV/Å.

Computed properties:
- total charge = +1
- electronic energy (hartree) = -2740.66533
- M (g mol⁻¹) = 528.524
- ⟨S²⟩ = 0.762
- HOMO (spin up / spin down) (eV) = -10.21 / -10.47
- energy relative to the best compared isomer or geometry (same formula, charge and spin) (kcal/mol) = 0.0
- 2S+1 = 2
- Kohn-Sham gap (spin up / spin down) (eV) = 6.11 / 6.63

---

No. 2
A cluster of 3 separate species, C31H47Cl2FN4O2 in total at a distorted geometry. Source: OMol25; level of theory: ωB97M-V/def2-TZVPD.

XYZ file:
```
87
Properties=species:S:1:pos:R:3:forces:R:3
C -7.069060 -6.027300 1.233224 0.7136 -0.2463 0.2162
C -6.878390 -4.498243 1.469012 -0.3010 0.5371 -0.4667
Cl -6.236280 -3.975006 3.092733 -0.5899 -0.7600 -1.4643
C -7.114412 -3.497259 0.573036 0.0250 -0.3370 0.5383
Cl -7.720762 -4.020560 -1.066844 0.7155 0.8795 1.4709
C -6.864751 -1.974771 0.849053 1.0650 0.9931 -0.2461
N -5.565996 -1.543954 0.697008 -3.0600 0.8477 0.7677
C -5.401903 -0.189801 0.959800 0.5245 1.1092 0.1311
C -4.002552 0.390097 0.859083 -1.2430 2.5713 0.5864
C -3.731906 1.840244 1.079043 -2.2979 -2.8027 -0.2574
C -4.877798 2.748368 1.407301 -1.2135 -2.9732 -0.2555
C -6.236733 2.169372 1.540225 2.2762 -0.0781 -0.4457
C -6.554130 0.686164 1.321820 1.8670 2.8474 0.3032
N -7.882818 0.309553 1.484506 2.7157 -3.8571 -1.1377
C -7.970286 -1.046383 1.252764 -0.9222 -0.3974 -0.4090
C -9.415845 -1.681610 1.441580 -0.1961 0.9935 1.1617
C -9.524062 -2.540378 2.790620 -0.1250 1.1245 -0.2199
F -9.866608 -2.382691 0.296890 0.6629 0.4302 1.1132
H -7.726449 -6.285744 0.361384 0.6110 0.7007 0.8358
H -7.471168 -6.584403 2.127413 0.4213 0.9583 -0.7258
H -6.051349 -6.485498 1.014775 -1.1288 0.6027 0.2771
H -3.181315 -0.322157 0.596746 -0.8509 0.8250 0.2765
H -2.676604 2.206795 0.970437 -1.3136 -0.3578 0.1711
H -4.650584 3.840813 1.537114 -0.6093 -1.3005 -0.0504
H -7.081359 2.864668 1.815372 0.9702 -1.0550 -0.3943
H -10.143194 -0.821787 1.588975 1.0806 -0.8333 -0.4539
H -10.499184 -2.249494 3.294532 1.0475 -0.7188 -0.7098
H -8.716256 -2.149496 3.487252 -0.8244 -0.8333 -0.8436
H -9.458298 -3.645512 2.614190 0.0522 1.1228 0.2178
C 3.374298 -1.938001 0.168407 0.1126 -0.3333 -0.0279
C 2.263975 -1.087066 0.842326 2.1307 0.0568 -0.4554
C 2.333082 -1.229105 2.377005 -0.4728 -0.1086 0.2824
C 1.746005 -2.526426 2.922707 0.0753 -0.0531 -0.0219
C 0.354099 -2.777169 2.355134 0.2154 0.3900 0.2354
C 0.332198 -2.740165 0.819162 -0.3522 -2.0385 -0.4837
N 0.942623 -1.489793 0.274666 -2.0097 2.3911 2.4428
O 0.082323 -0.481868 0.489447 0.9441 -1.3258 -0.9709
C 1.065048 -3.988454 0.274170 0.3902 0.0019 0.0215
C -1.118160 -2.938930 0.334569 -0.0988 0.7180 -0.1109
C 2.645896 0.371341 0.505496 -0.8393 0.1270 -0.0451
H 3.046027 -2.336347 -0.793357 -0.0789 -0.0144 0.0945
H 4.266385 -1.346616 -0.048249 -0.1456 0.1200 0.1785
H 3.703982 -2.769948 0.793758 -0.0850 -0.0529 -0.0703
H 1.793411 -0.396695 2.845109 -0.0303 0.0125 -0.2232
H 3.371670 -1.140460 2.711657 -0.0121 0.0824 -0.2733
H 2.410392 -3.366875 2.700275 -0.0451 -0.0117 -0.0374
H 1.688034 -2.468200 4.013793 0.0427 -0.0095 -0.0652
H -0.012848 -3.742431 2.715295 -0.0510 -0.0176 -0.2619
H -0.332101 -2.024063 2.758852 0.0093 0.0606 -0.2008
H 1.108661 -3.973383 -0.817696 -0.0140 0.0717 0.0672
H 0.538260 -4.899748 0.568245 -0.1354 0.1972 0.0247
H 2.079298 -4.103518 0.651075 0.0022 0.0997 -0.0651
H -1.800140 -2.184099 0.728104 0.1561 0.0517 -0.0534
H -1.507037 -3.906289 0.659961 0.2809 0.0124 0.0672
H -1.175650 -2.914731 -0.757674 0.0518 0.0650 0.0893
H 2.592134 0.558187 -0.568946 0.0207 -0.0287 0.0796
H 3.666439 0.587619 0.829037 -0.0484 -0.3173 -0.0497
H 2.008049 1.098110 1.013701 -0.1252 -0.1590 -0.1366
C 6.406669 2.648407 -4.169742 0.2846 0.1858 -0.0609
C 5.099848 2.695426 -3.331915 0.7931 -0.5698 -1.9814
C 4.241773 3.911361 -3.739924 -0.2318 0.3157 0.3909
C 4.718504 5.244527 -3.172396 0.0808 0.0005 -0.0558
C 4.950627 5.145026 -1.669330 -0.4026 -0.1081 -0.3068
C 5.895950 3.992412 -1.298225 1.8119 1.1220 0.6691
N 5.460546 2.691900 -1.883764 -3.6224 0.4455 1.0655
O 4.395039 2.272687 -1.195878 1.6516 -0.0436 -0.5604
C 7.328726 4.346334 -1.761426 0.0724 -0.0158 -0.3593
C 6.021524 3.924148 0.238522 -0.4902 -0.5364 0.0329
C 4.324982 1.430125 -3.763009 -0.2987 -0.0897 0.7708
H 7.239301 2.243994 -3.591492 -0.0686 0.0901 0.0548
H 6.310344 1.996324 -5.040257 -0.2209 0.0830 0.0767
H 6.695060 3.628621 -4.553438 0.0583 -0.0142 0.1020
H 3.208427 3.757841 -3.405561 0.1270 -0.1669 0.0791
H 4.197024 3.984757 -4.831322 0.1105 -0.2483 0.0678
H 5.629456 5.570789 -3.683098 0.0197 -0.0146 0.0533
H 3.967769 6.014436 -3.373627 0.0559 -0.0558 -0.0289
H 5.350160 6.094792 -1.302858 0.1718 -0.1770 0.1044
H 3.983375 5.012717 -1.171549 0.0849 -0.1914 0.0269
H 8.022616 3.528013 -1.553597 -0.0970 0.0044 -0.0080
H 7.694991 5.228788 -1.230929 -0.1874 -0.0990 0.1018
H 7.402085 4.590849 -2.819147 -0.0320 -0.1105 0.0066
H 5.059678 3.782897 0.734089 0.0214 -0.1278 -0.1611
H 6.440950 4.852505 0.632666 0.0307 0.0042 -0.2969
H 6.685443 3.109045 0.541495 -0.0859 0.0234 -0.0731
H 4.860565 0.520207 -3.479992 -0.0023 0.0747 0.0291
H 4.189999 1.414287 -4.847258 0.2257 0.2333 0.0820
H 3.322269 1.387879 -3.332117 0.1785 0.0064 0.1619
```
Forces are in eV/Å.

Computed properties:
- electronic energy (hartree) = -2598.92462
- M (g mol⁻¹) = 597.647
- ⟨S²⟩ = 2.009
- HOMO (spin up / spin down) (eV) = -8.68 / -8.69
- 2S+1 = 3
- Kohn-Sham gap (spin up / spin down) (eV) = 7.99 / 8.01